DFT (the ωB97M-V functional and the def2-TZVPD basis) results for a structure of composition C28H42NO2SiY.

Each line ends with the Löwdin charge.
CARTESIAN COORDINATES (ANGSTROEM)
O1 0.039 -0.242 -6.607  -0.10
C1 -0.119 1.061 -7.255  -0.15
C2 -0.357 0.457 -8.647  -0.07
H1 0.798 1.662 -7.187  0.12
H2 -0.983 1.612 -6.857  0.11
C3 -0.146 -0.890 -7.899  -0.59
H3 0.417 0.686 -9.380  0.11
H4 -1.367 0.595 -9.035  0.11
C4 1.089 -1.628 -8.370  -0.03
H5 1.961 -0.966 -8.404  0.09
H6 0.920 -2.019 -9.379  0.09
H7 1.304 -2.475 -7.711  0.09
C5 -1.361 -1.793 -7.915  -0.03
H8 -2.263 -1.254 -7.605  0.09
H9 -1.204 -2.645 -7.246  0.09
H10 -1.522 -2.180 -8.926  0.09
Y1 -0.299 -0.370 1.576  1.47
C6 -2.593 -0.957 2.558  -0.21
C7 -2.530 0.458 2.730  -0.18
C8 -2.588 1.067 1.444  -0.18
H11 -2.506 0.990 3.679  0.11
C9 -2.732 0.029 0.478  -0.19
C10 -2.705 -1.226 1.159  -0.21
H12 -2.865 -2.207 0.704  0.11
H13 -2.652 -1.697 3.358  0.10
H14 -2.582 2.140 1.245  0.10
H15 -2.957 0.178 -0.580  0.10
C11 0.900 -2.333 2.838  -0.18
C12 -0.075 -2.868 1.948  -0.21
C13 0.375 -2.639 0.609  -0.22
H16 -0.957 -3.446 2.237  0.11
C14 1.617 -1.932 0.680  -0.19
C15 1.946 -1.764 2.056  -0.18
H17 2.864 -1.323 2.442  0.09
H18 0.888 -2.402 3.926  0.10
H19 -0.079 -3.044 -0.295  0.10
H20 2.248 -1.644 -0.163  0.11
O2 -0.146 0.060 -0.782  -0.31
C16 -0.497 -0.855 -1.907  -0.15
C17 -0.776 0.036 -3.100  -0.15
H21 -1.352 -1.470 -1.603  0.11
H22 0.368 -1.506 -2.081  0.12
C18 0.093 1.267 -2.835  -0.15
H23 -1.839 0.320 -3.124  0.12
H24 -0.542 -0.444 -4.052  0.11
C19 0.063 1.428 -1.324  -0.14
H25 -0.259 2.157 -3.356  0.12
H26 1.118 1.069 -3.176  0.12
H27 -0.782 2.053 -0.999  0.12
H28 0.993 1.821 -0.897  0.11
C20 2.354 1.777 1.914  -0.19
Si1 1.897 1.550 3.723  0.36
C21 3.240 0.612 4.643  -0.17
C22 1.947 3.309 4.385  -0.20
N1 0.383 0.674 3.791  -0.17
C23 -0.207 0.511 5.035  -0.40
C24 -0.862 -0.706 5.390  -0.08
C25 -1.484 -0.872 6.621  -0.11
C26 -1.448 0.147 7.581  -0.13
C27 -0.772 1.341 7.290  -0.11
C28 -0.185 1.526 6.043  -0.06
H29 3.302 2.338 1.921  0.04
H30 1.606 2.394 1.391  0.02
H31 2.531 0.850 1.351  0.01
H32 4.188 1.171 4.608  0.03
H33 2.974 0.475 5.701  0.04
H34 3.423 -0.384 4.222  0.01
H35 1.076 3.884 4.044  0.04
H36 2.006 3.381 5.479  0.03
H37 2.851 3.805 3.998  0.03
H38 -0.850 -1.521 4.661  0.07
H39 -2.000 -1.816 6.828  0.10
H40 -1.922 0.007 8.557  0.09
H41 -0.704 2.137 8.036  0.10
H42 0.288 2.482 5.817  0.06

Its LUMO energy is 0.27 eV. Its largest force on an atom is 1.70 eV/Å. The calculation puts the frontier orbital gap at 6.77 eV. As for the net charge: 0.